(1)
A molecular structure, C28H19F3OSSbTl, computed with wB97M-V/def2-TZVPD.

Relative energy (zero: lowest compared OMol25 entry of this formula, charge and spin): 0.0 kcal/mol
E_LUMO: -6.807 eV
Total charge: +2
2S+1: 1

Each line ends with the natural charge from an NBO analysis.
CARTESIAN COORDINATES (ANGSTROEM)
Tl: -2.569 0.954 -2.635  0.96
F: -4.058 -4.692 3.163  -0.28
C: -3.434 -3.621 2.691  0.45
C: -2.771 -2.792 3.578  -0.25
C: -2.127 -1.668 3.082  -0.17
C: -2.160 -1.406 1.712  -0.45
C: -2.817 -2.271 0.833  -0.19
C: -3.465 -3.390 1.326  -0.26
Sb: -1.336 0.358 1.000  1.97
C: -2.928 1.626 0.496  -0.47
C: -2.794 3.014 0.607  -0.19
C: -3.871 3.843 0.330  -0.25
C: -5.070 3.268 -0.058  0.44
F: -6.101 4.057 -0.318  -0.28
C: -5.237 1.897 -0.177  -0.26
C: -4.159 1.072 0.114  -0.26
C: -0.244 1.313 2.474  -0.43
C: 1.146 1.391 2.469  -0.18
C: 1.787 1.993 3.537  -0.25
C: 1.020 2.493 4.573  0.45
F: 1.638 3.063 5.598  -0.28
C: -0.364 2.426 4.589  -0.26
C: -1.011 1.826 3.520  -0.20
H: -2.759 -3.035 4.632  0.26
H: -1.595 -1.019 3.767  0.24
H: -2.797 -2.103 -0.237  0.21
H: -3.980 -4.087 0.678  0.26
H: -1.854 3.461 0.913  0.24
H: -3.801 4.920 0.424  0.27
H: -6.205 1.497 -0.456  0.26
H: -4.304 -0.005 0.094  0.24
H: 1.734 0.992 1.652  0.23
H: 2.865 2.076 3.579  0.26
H: -0.913 2.839 5.424  0.26
H: -2.094 1.774 3.517  0.23
C: 7.355 -2.550 -5.460  -0.73
C: 6.264 -2.407 -4.436  0.49
O: 5.896 -3.252 -3.681  -0.51
S: 5.553 -0.711 -4.523  0.27
C: 4.076 -0.695 -3.589  -0.11
C: 3.456 0.568 -3.539  -0.22
C: 2.279 0.744 -2.859  -0.15
C: 1.674 -0.347 -2.209  -0.19
C: 2.285 -1.611 -2.268  -0.12
C: 3.473 -1.787 -2.942  -0.23
C: 0.507 -0.175 -1.444  0.20
C: -0.552 -0.043 -0.826  -0.75
H: 7.778 -3.548 -5.399  0.26
H: 8.130 -1.804 -5.277  0.26
H: 6.950 -2.372 -6.458  0.26
H: 3.926 1.410 -4.035  0.24
H: 1.821 1.724 -2.815  0.22
H: 1.817 -2.453 -1.772  0.23
H: 3.940 -2.755 -2.960  0.27

(2)
A molecular structure, Cl12HfO48, computed with wB97M-V/def2-TZVPD.

E_LUMO: 12.885 eV
Total charge: -8
2S+1: 1

Each line ends with the Mulliken charge.
CARTESIAN COORDINATES (ANGSTROEM)
Hf: -2.820 -0.183 -0.452  1.39
Cl: 0.584 1.980 4.806  1.44
O: 1.291 2.113 6.119  -0.77
O: 0.958 0.697 4.163  -0.47
O: -0.875 1.997 4.974  -0.67
O: 0.889 3.161 3.815  -0.58
Cl: -2.655 -1.309 2.854  1.61
O: -1.367 -1.141 3.588  -0.39
O: -3.110 -2.715 2.724  -0.61
O: -3.722 -0.482 3.339  -0.69
O: -2.387 -0.806 1.437  -1.32
Cl: 1.190 -0.291 -3.869  1.18
O: 0.552 -1.037 -5.072  -0.72
O: 1.763 0.989 -4.320  -0.71
O: 0.129 0.145 -2.950  -0.27
O: 2.372 -1.113 -3.337  -0.51
Cl: 0.669 -3.538 -2.220  1.37
O: 1.836 -3.056 -1.676  -0.42
O: 0.790 -3.348 -3.700  -0.66
O: 0.437 -5.052 -1.993  -0.84
O: -0.558 -2.752 -1.822  -0.58
Cl: 0.277 4.461 0.258  1.44
O: 1.511 5.004 -0.528  -0.74
O: 0.557 4.500 1.760  -0.63
O: -0.954 5.311 0.138  -0.70
O: -0.053 3.101 -0.147  -0.31
Cl: -3.063 2.551 1.637  1.65
O: -1.862 2.477 2.502  -0.39
O: -4.332 2.284 2.397  -0.70
O: -3.010 3.910 0.881  -0.55
O: -2.936 1.493 0.557  -0.96
Cl: -1.900 2.881 -2.347  1.47
O: -1.929 1.552 -1.673  -0.71
O: -2.947 2.952 -3.413  -0.81
O: -2.089 3.991 -1.408  -0.57
O: -0.552 3.224 -2.820  -0.54
Cl: 4.902 1.069 -1.674  1.28
O: 5.271 2.011 -0.412  -0.67
O: 3.494 1.301 -2.160  -0.42
O: 5.913 1.492 -2.730  -0.74
O: 4.932 -0.412 -1.344  -0.52
Cl: 3.647 -1.412 1.876  1.37
O: 3.688 -0.087 1.100  -0.51
O: 3.615 -2.392 0.789  -0.59
O: 4.853 -1.736 2.793  -0.81
O: 2.391 -1.361 2.730  -0.50
Cl: 0.392 -0.360 0.228  0.98
O: 0.133 0.096 1.638  -0.18
O: 1.179 0.637 -0.482  -0.38
O: 1.065 -1.666 0.245  -0.14
O: -0.886 -0.393 -0.473  2.38
Cl: -0.443 -4.393 2.458  1.34
O: 0.296 -3.412 3.423  -0.58
O: -1.613 -4.955 3.127  -0.67
O: -0.843 -3.595 1.186  -0.44
O: 0.497 -5.547 2.096  -0.70
Cl: -2.998 -1.723 -3.720  1.58
O: -2.724 -0.971 -2.433  -0.97
O: -4.223 -1.236 -4.514  -0.74
O: -1.752 -1.819 -4.579  -0.41
O: -3.472 -3.091 -3.370  -0.68

(3)
5 unconnected molecules or ions with the total composition H10O5, computed with wB97M-V/def2-TZVPD.

Relative energy (zero: lowest compared OMol25 entry of this formula, charge and spin): 20.8 kcal/mol
E_LUMO: -0.096 eV
SMILES: O.O.O.O.O
2S+1: 1

Each line ends with the natural charge from an NBO analysis.
CARTESIAN COORDINATES (ANGSTROEM)
O: -2.367 0.946 -1.258  -0.94
H: -3.024 0.592 -0.659  0.47
H: -1.995 1.695 -0.792  0.47
O: 2.516 -2.293 -0.846  -0.95
H: 2.540 -2.915 -0.119  0.46
H: 1.615 -1.970 -0.856  0.49
O: -0.286 -0.803 -0.462  -1.00
H: -0.651 -0.524 0.378  0.49
H: -0.887 -0.446 -1.115  0.50
O: -1.194 0.327 2.044  -0.95
H: -1.611 1.185 2.120  0.48
H: -0.711 0.221 2.863  0.49
O: 2.130 1.453 -0.785  -0.95
H: 2.427 1.768 0.068  0.46
H: 1.498 0.764 -0.580  0.48

| no. | HOMO-LUMO gap (eV) |
| --- | --- |
| 1 | 6.587 |
| 2 | 2.723 |
| 3 | 10.648 |